Entry 1:
The following is a DFT calculation (ωB97M-V/def2-TZVPD) of a 5-piece molecular cluster, H10O5 overall in a non-equilibrium geometry.

```
15
Properties=species:S:1:pos:R:3:forces:R:3
O -1.276586 -1.115264 0.556299 -0.3 2.2 1.5
H -0.502464 -1.688519 0.589527 -0.4 0.6 -0.3
H -1.187646 -0.649507 -0.282837 0.1 -0.1 0.2
O -0.033573 0.853743 0.503592 1.1 1.7 -0.1
H 0.392423 0.271252 1.142515 -0.2 0.3 -0.1
H -0.906509 1.015142 0.878988 0.2 0.0 0.0
O 2.710370 -0.392807 -0.108733 -0.2 -0.1 0.1
H 2.173111 -0.991544 0.422170 0.2 0.0 -0.1
H 2.082737 0.001711 -0.724703 0.0 0.1 0.1
O 0.055014 4.008295 -1.244652 0.2 0.0 -0.1
H 0.449916 3.134989 -1.346529 -0.1 0.0 0.1
H 0.811521 4.598700 -1.154609 -0.1 0.0 0.0
O -1.526306 -3.105211 -0.123361 -0.5 -3.9 -1.0
H -0.965922 -3.306470 0.634566 -0.4 -0.6 -0.1
H -2.276087 -2.634511 0.257767 0.3 -0.2 -0.2
```
Forces are in eV/Å.

Its orbital gap is 9.73 eV. As for the energy above the lowest of the compared OMol25 structures with the same formula, charge and spin: 296.2 kJ/mol. The SMILES is O.O.O.O.O. For the HOMO energy, the calculation gives -9.716 eV.


Entry 2:
The following is a DFT calculation (ωB97M-V/def2-TZVPD) of H10O5 as an isolated structure in a non-equilibrium geometry.

```
15
Properties=species:S:1:pos:R:3:forces:R:3
H 0.763302 1.156082 0.544415 -0.2 0.1 -0.3
H 0.485900 0.550918 1.910749 0.0 0.2 0.0
H -4.090911 -1.408819 0.896682 0.0 0.0 -0.1
H -2.647976 -1.242961 0.448941 -0.1 0.1 -0.1
H 1.193030 -1.113946 -1.031117 -0.5 0.4 -0.7
H 2.191457 -0.220026 -1.748119 -0.3 0.3 -0.5
H -1.775863 2.548254 -0.731469 0.1 -0.1 0.1
H -1.359703 1.465067 -1.713079 0.0 0.0 0.1
H 2.801818 -0.344249 0.911802 0.3 -0.2 0.2
H 2.113657 -1.604389 0.413280 0.9 0.0 0.6
O 0.457625 1.385404 1.429268 0.3 -0.3 0.4
O -3.511716 -1.535312 0.136733 0.1 0.0 0.2
O 1.788677 -0.370321 -0.885466 -9.9 5.7 -10.7
O -1.252544 1.741427 -0.795947 -0.1 0.0 -0.3
O 2.843244 -1.007133 0.213333 9.3 -6.1 11.1
```
Forces are in eV/Å.

Its orbital gap is 7.11 eV. As for the energy above the lowest of the compared OMol25 structures with the same formula, charge and spin: 635.3 kJ/mol. For the HOMO energy, the calculation gives -6.927 eV.